No. 1
This record from OMol25 describes a structure of composition C2H2DyFO2 in a non-equilibrium geometry. The level of theory is the ωB97M-V functional and the def2-TZVPD basis.

Cartesian coordinates (Å):
F (0.996, -1.592, 0.802)
O (-6.065, 1.939, 0.665)
C (-5.003, 1.570, 0.291)
C (-4.224, 0.337, 0.763)
O (-2.925, 0.316, 0.371)
Dy (-0.887, -0.749, 0.686)
H (-4.811, -0.514, 0.356)
H (-4.385, 0.320, 1.863)

Computed properties:
calculated total energy: -32993.6090 eV
ΔE to the lowest compared entry with this formula, charge and spin: 2.083 eV
net charge: +1
frontier orbital gap (spin up / spin down): 5.5 / 5.4 eV
HOMO (spin up / spin down): -12.882 / -12.799 eV
spin multiplicity: 7
⟨S²⟩: 12.020
E_LUMO (spin up / spin down): -7.42 / -7.42 eV



No. 2
This record from OMol25 describes an isolated molecule of C8H13ClS in a non-equilibrium geometry. The level of theory is the ωB97M-V functional and the def2-TZVPD basis.

Cartesian coordinates (Å):
C (0.178, -0.128, -0.847)
C (0.650, -1.367, -0.721)
C (1.258, 2.057, 0.269)
C (-0.092, 2.452, -0.177)
C (0.098, 1.057, 0.316)
C (0.519, -2.297, -1.900)
C (-2.398, 1.050, 1.659)
C (0.951, -2.059, 0.633)
S (-0.658, 0.466, 1.838)
Cl (1.934, -3.569, 0.418)
H (-0.105, 0.168, -1.862)
H (1.887, 1.729, -0.486)
H (1.780, 2.433, 1.128)
H (-0.698, 2.946, 0.504)
H (-0.254, 2.923, -1.202)
H (-0.144, -3.098, -1.597)
H (0.015, -1.759, -2.771)
H (1.226, -2.849, -2.351)
H (-2.182, 2.201, 1.698)
H (-3.065, 0.607, 2.412)
H (-2.769, 0.709, 0.622)
H (0.090, -2.303, 1.270)
H (1.780, -1.368, 1.149)

Computed properties:
calculated total energy: -31861.3368 eV
ΔE to the lowest compared entry with this formula, charge and spin: 0.000 eV
SMILES: CSC1(/C=C(/C)CCl)CC1
frontier orbital gap: 9.3 eV
HOMO: -8.584 eV
E_LUMO: 0.69 eV



No. 3
This record from OMol25 describes a structure of composition C38H42B2N9O2Os in a non-equilibrium geometry. The level of theory is the ωB97M-V functional and the def2-TZVPD basis.

Cartesian coordinates (Å):
Os (-0.369, -0.851, -1.016)
C (-0.924, -1.157, -4.759)
C (0.100, -2.010, -4.118)
C (1.002, -2.892, -4.713)
C (1.614, -3.541, -3.665)
N (1.111, -3.068, -2.512)
N (0.205, -2.107, -2.790)
B (1.286, -3.682, -1.100)
N (-0.111, -3.924, -0.488)
C (-0.512, -5.017, 0.185)
C (-1.848, -4.880, 0.486)
C (-2.212, -3.630, -0.031)
C (-3.566, -3.022, -0.056)
N (-1.145, -3.060, -0.595)
N (2.008, -2.707, -0.154)
C (3.107, -2.913, 0.581)
C (3.231, -1.876, 1.481)
C (2.136, -1.046, 1.243)
C (1.751, 0.182, 1.985)
N (1.409, -1.559, 0.242)
N (2.011, -5.003, -1.269)
C (1.485, -6.128, -1.842)
C (2.503, -7.017, -2.039)
C (3.661, -6.362, -1.538)
C (5.049, -6.854, -1.510)
N (3.319, -5.161, -1.092)
H (-1.623, -1.790, -5.304)
H (-0.468, -0.472, -5.467)
H (-1.466, -0.596, -3.999)
H (1.164, -3.039, -5.759)
H (2.368, -4.299, -3.689)
H (0.163, -5.819, 0.412)
H (-2.481, -5.581, 0.989)
H (-4.245, -3.686, -0.589)
H (-3.547, -2.066, -0.577)
H (-3.960, -2.904, 0.953)
H (3.712, -3.778, 0.398)
H (3.992, -1.732, 2.216)
H (1.818, -0.002, 3.056)
H (0.728, 0.466, 1.739)
H (2.430, 1.000, 1.750)
H (0.443, -6.200, -2.084)
H (2.444, -8.002, -2.452)
H (5.071, -7.922, -1.307)
H (5.634, -6.319, -0.767)
H (5.519, -6.699, -2.484)
N (-2.065, 0.102, 0.404)
C (-3.165, 0.709, -0.287)
C (-4.453, 0.437, 0.161)
C (-5.556, 1.013, -0.439)
C (-5.372, 1.911, -1.479)
C (-4.095, 2.185, -1.932)
C (-2.964, 1.557, -1.393)
C (-1.663, 1.671, -2.078)
C (-1.693, 1.825, -3.470)
C (-0.546, 1.880, -4.240)
C (0.695, 1.651, -3.660)
C (0.773, 1.517, -2.291)
C (-0.374, 1.601, -1.438)
H (-2.432, -0.549, 1.101)
H (-1.559, 0.837, 0.900)
H (-4.582, -0.225, 1.006)
H (-6.546, 0.779, -0.083)
H (-6.227, 2.381, -1.940)
H (-3.974, 2.919, -2.713)
H (-2.647, 1.886, -3.970)
H (-0.622, 2.095, -5.293)
H (1.591, 1.617, -4.261)
H (1.751, 1.492, -1.823)
C (1.138, 7.052, 4.917)
C (0.237, 5.824, 4.743)
C (-1.227, 6.276, 4.816)
C (0.532, 4.836, 5.899)
C (0.538, 5.062, 3.470)
C (1.831, 5.100, 2.922)
C (2.186, 4.406, 1.783)
C (1.199, 3.650, 1.179)
O (1.245, 2.894, 0.058)
B (-0.016, 2.354, -0.102)
O (-0.845, 2.738, 0.941)
C (-0.091, 3.570, 1.730)
C (-0.437, 4.253, 2.871)
H (0.821, 7.622, 5.785)
H (1.069, 7.698, 4.044)
H (2.178, 6.781, 5.080)
H (-1.366, 6.941, 5.665)
H (-1.913, 5.442, 4.941)
H (-1.496, 6.825, 3.916)
H (0.321, 5.316, 6.850)
H (1.577, 4.536, 5.887)
H (-0.085, 3.945, 5.811)
H (2.582, 5.694, 3.411)
H (3.182, 4.450, 1.375)
H (-1.432, 4.168, 3.271)

Computed properties:
calculated total energy: -61403.4267 eV
ΔE to the lowest compared entry with this formula, charge and spin: 1.990 eV
net charge: +2
frontier orbital gap (spin up / spin down): 4.9 / 4.9 eV
HOMO (spin up / spin down): -12.951 / -12.943 eV
spin multiplicity: 2
⟨S²⟩: 0.761
E_LUMO (spin up / spin down): -8.02 / -8.00 eV